1.
Below is a cluster of 10 separate species, C31H44Cl18N3O5P in total in a non-equilibrium geometry, with properties calculated with wB97M-V/def2-TZVPD.

The structure (SMILES) is CC(C)Cc1c(P(N)O)cc2c(c1CCCN)C(=O)N(OC(=O)c1ccccc1)C2=O.ClCCl.ClCCl.ClCCl.ClCCl.ClCCl.ClCCl.ClCCl.ClCCl.ClCCl. The calculation puts the frontier orbital gap at 7.56 eV. The value obtained for the LUMO energy is -0.19 eV. The HOMO energy comes out at -0.2850 Eh.

ORCA input file:
```
! RIJCOSX wB97M-V def2-TZVPD def2/J DEFGRID3
* xyz 0 1
C 4.31966 -2.28645 -1.77414
C 2.97393 -1.53009 -1.64515
C 1.90181 -2.38224 -2.35332
C 2.72004 -1.33136 -0.14003
C 1.58775 -0.37895 0.18037
C 0.44043 -0.85204 0.85993
P 0.15501 -2.58049 1.44409
N 1.57271 -3.03695 2.33717
O 0.12257 -3.55576 0.11488
C -0.61821 -0.02010 1.19471
C -0.54326 1.31356 0.85757
C 0.57691 1.78296 0.17464
C 1.67086 0.99121 -0.16704
C 2.85468 1.64224 -0.85610
C 3.57021 2.64141 0.10005
C 3.99552 3.97343 -0.55577
N 4.03327 3.95003 -2.02225
C 0.29126 3.24699 -0.06105
O 1.00109 4.16767 -0.28382
N -1.15363 3.38047 0.04042
O -1.81442 3.03011 -1.17086
C -3.19955 3.11203 -1.06660
O -3.74234 4.13124 -0.80396
C -3.98463 1.86195 -1.29491
C -4.03941 0.82015 -0.38387
C -4.80957 -0.31465 -0.62394
C -5.51153 -0.43318 -1.81470
C -5.45011 0.61608 -2.72307
C -4.72126 1.76638 -2.48092
C -1.49401 2.43794 1.09667
O -2.30160 2.59026 1.95275
H 5.07839 -1.84753 -1.12523
H 4.63994 -2.35451 -2.81160
H 4.15048 -3.29594 -1.38611
H 3.09327 -0.60904 -2.20752
H 1.20421 -1.75379 -2.91919
H 2.42201 -2.98233 -3.10620
H 1.39743 -3.08422 -1.69587
H 2.56509 -2.31530 0.29919
H 3.63361 -0.93651 0.32565
H 1.21854 -3.39955 3.21197
H 2.15282 -2.22114 2.50830
H -0.48791 -4.28350 0.27247
H -1.49305 -0.39251 1.71442
H 3.59097 0.92066 -1.19262
H 2.46947 2.13873 -1.74685
H 2.88974 2.85312 0.92368
H 4.45069 2.13512 0.48596
H 5.00729 4.20183 -0.19289
H 3.36467 4.76981 -0.19042
H 4.12585 4.90708 -2.33409
H 4.80245 3.39642 -2.37315
H -3.49494 0.85591 0.55085
H -4.81238 -1.09740 0.12166
H -6.08477 -1.33243 -1.99308
H -6.01403 0.54773 -3.64246
H -4.69110 2.59867 -3.17097
Cl -3.71052 -5.49579 2.32023
C -3.86648 -3.73852 2.46216
Cl -2.84343 -2.89679 1.29005
H -4.90173 -3.46680 2.29015
H -3.55990 -3.44137 3.45981
Cl -0.14075 4.18134 3.59696
C -1.40230 4.87045 4.61993
Cl -0.76289 5.41438 6.17768
H -1.83852 5.71873 4.10643
H -2.15519 4.11161 4.79724
Cl -0.25000 -4.26590 5.17861
C 0.09004 -5.94645 4.73606
Cl 0.25702 -6.08561 2.98715
H 1.01025 -6.26432 5.21173
H -0.73686 -6.56617 5.06266
Cl 5.63466 -0.14254 1.13425
C 7.28949 -0.76242 1.24428
Cl 7.31563 -2.48835 1.61590
H 7.78121 -0.60307 0.29184
H 7.80847 -0.22731 2.03061
Cl -4.41186 -2.65238 -6.25964
C -3.15543 -1.52635 -5.72961
Cl -3.74771 -0.46991 -4.43318
H -2.31070 -2.09743 -5.36157
H -2.85519 -0.91562 -6.57314
Cl 1.40136 -1.26129 -6.14300
C 1.34170 0.41435 -5.57865
Cl 1.13408 0.50960 -3.82738
H 2.27094 0.90403 -5.84459
H 0.50534 0.91200 -6.05485
Cl -1.32502 -0.88193 4.69521
C -2.14351 -1.17421 6.23248
Cl -3.81526 -1.70157 5.99203
H -1.60994 -1.95043 6.76904
H -2.14723 -0.25495 6.80611
Cl 4.54955 7.64398 -0.00773
C 4.33080 7.44973 1.73783
Cl 3.89392 5.79434 2.16904
H 5.26062 7.70323 2.23281
H 3.53828 8.11294 2.06334
Cl -8.60645 -3.73551 -1.83338
C -7.43464 -4.67193 -2.77119
Cl -6.61998 -3.67934 -3.98424
H -6.68925 -5.07144 -2.09354
H -7.95557 -5.47827 -3.27366
*
```



2.
Below is the molecule C31H44N4O4, with properties calculated with wB97M-V/def2-TZVPD.

The structure (SMILES) is CCN(CC)CCN1C(=O)[C@H]2[C@H](C(=O)Nc3ccc(C(C)C)cc3)[C@@H]3C=C[C@]2(O3)[C@@H]1C(=O)NC1CCCCC1. Its relative energy (zero: lowest compared OMol25 entry of this formula, charge and spin) is 7.8 kcal per mole. The calculation puts the frontier orbital gap at 8.73 eV. The value obtained for the LUMO energy is 0.57 eV. The HOMO energy comes out at -0.2998 Eh.

ORCA input file:
```
! RIJCOSX wB97M-V def2-TZVPD def2/J DEFGRID3
* xyz 0 1
C -4.57514 -5.29035 -1.56386
C -4.99706 -4.14230 -0.63934
N -4.02360 -3.72036 0.35206
C -3.69973 -4.72052 1.35889
C -4.90872 -5.12361 2.19537
C -2.83332 -3.12546 -0.22529
C -2.22180 -2.08250 0.72708
N -1.36085 -1.16812 0.01987
C -0.02476 -1.31699 -0.04676
O 0.63257 -2.21667 0.43364
C 0.53065 -0.14748 -0.83820
C 1.42661 -0.47884 -2.03751
C 2.84806 0.03467 -1.87095
O 3.34358 0.87647 -2.58783
N 3.44511 -0.57754 -0.81825
C 4.73326 -0.39395 -0.30135
C 5.08441 -1.11927 0.83378
C 6.34244 -0.98088 1.38585
C 7.28142 -0.12210 0.82769
C 8.65226 0.01974 1.44179
C 9.73860 -0.41200 0.45442
C 8.88978 1.45522 1.91575
C 6.91789 0.59609 -0.30511
C 5.66345 0.46919 -0.87015
C 0.57676 0.15432 -3.18411
C 0.51528 1.64983 -2.95707
C -0.33813 1.82942 -1.95479
C -0.73013 0.42773 -1.54455
O -0.72421 -0.25851 -2.79285
C -1.89042 -0.00185 -0.65940
C -2.26533 1.10301 0.34542
O -1.88655 1.09101 1.49419
N -3.03841 2.06391 -0.19248
C -3.48278 3.23393 0.54262
C -4.99816 3.39011 0.41935
C -5.47077 4.61200 1.20177
C -4.76765 5.87034 0.70260
C -3.25496 5.71598 0.82325
C -2.77534 4.49555 0.04274
H -5.36464 -5.48583 -2.28505
H -4.39807 -6.20088 -0.99717
H -3.66769 -5.03571 -2.10633
H -5.23335 -3.26374 -1.24796
H -5.90857 -4.42287 -0.10865
H -3.23844 -5.61895 0.91498
H -2.96038 -4.26866 2.02262
H -5.43785 -4.23542 2.53004
H -4.57595 -5.68154 3.06709
H -5.59547 -5.75245 1.63497
H -3.12210 -2.61566 -1.14815
H -2.06214 -3.86950 -0.48028
H -3.02038 -1.51986 1.21511
H -1.60710 -2.56434 1.48926
H 0.98617 0.56958 -0.15125
H 1.45346 -1.56161 -2.19752
H 2.88044 -1.24806 -0.30621
H 4.36487 -1.79070 1.28108
H 6.59797 -1.55157 2.26749
H 8.70407 -0.64022 2.31516
H 9.56190 -1.43184 0.11962
H 10.71721 -0.36693 0.92764
H 9.74864 0.23762 -0.41706
H 8.11452 1.75503 2.61751
H 9.85524 1.53364 2.41106
H 8.87752 2.14586 1.07641
H 7.62416 1.27186 -0.76349
H 5.39944 1.03425 -1.74815
H 0.82531 -0.18550 -4.18434
H 1.10324 2.36225 -3.49750
H -0.62373 2.72570 -1.44243
H -2.75955 -0.27605 -1.26736
H -3.27106 2.02282 -1.17290
H -3.20955 3.05147 1.58678
H -5.26169 3.50861 -0.63519
H -5.48972 2.48999 0.79293
H -6.55168 4.72035 1.09597
H -5.24966 4.46884 2.26127
H -5.09891 6.73438 1.28089
H -5.03359 6.04560 -0.34243
H -2.75626 6.61100 0.44705
H -2.98506 5.59812 1.87457
H -2.98960 4.63212 -1.02091
H -1.69626 4.37960 0.16247
*
```



3.
Below is a structure of composition C31H44N4OP2Re in a non-equilibrium geometry, with properties calculated with wB97M-V/def2-TZVPD.

The expectation value of S² is 3.84. The calculation puts the frontier orbital gap (spin up / spin down) at 4.96 / 2.31 eV. The value obtained for the LUMO energy (spin up / spin down) is -7.35 / -10.00 eV. The HOMO energy (spin up / spin down) comes out at -0.4524 / -0.4520 Eh.

ORCA input file:
```
! RIJCOSX wB97M-V def2-TZVPD def2/J DEFGRID3
* xyz 2 4
Re 1.90153 0.51832 0.74293
C 3.25008 -1.92535 1.62552
C 2.59011 -1.50456 0.40757
C 1.22138 -2.14496 0.11938
C 0.06480 -1.68535 1.01576
C 0.20982 -0.29991 1.57832
C 1.14921 -0.08599 2.70194
C 1.67171 -1.26338 3.53255
C 2.49956 -2.36508 2.79702
C 1.62565 2.19202 -0.42779
H 4.31970 -2.09705 1.62132
H 3.23280 -1.46975 -0.47473
H 1.27725 -3.24536 0.18611
H 0.95084 -1.95462 -0.94274
H -0.85865 -1.72319 0.41708
H -0.13077 -2.37532 1.86260
H -0.71805 0.27530 1.64733
H 0.86485 0.74331 3.36949
H 0.82092 -1.77196 4.02647
H 2.29306 -0.83563 4.34373
H 3.19114 -2.79490 3.55601
H 1.81377 -3.18513 2.50852
H 1.60268 2.96845 0.35859
H 0.68600 2.27173 -1.01816
H 2.52411 2.40964 -1.03972
P -1.52272 1.62024 -0.07709
P -0.69337 -1.37561 -2.31129
N -2.71028 1.66055 1.33349
N -2.47552 2.98920 -0.83932
N -1.88694 -2.60274 -1.80960
N -0.89265 -1.93942 -4.00799
C -2.47187 0.30939 -0.94440
C -1.88433 0.01350 -2.33811
C -2.51200 2.55302 2.39505
C -3.62384 2.52707 3.22885
C -4.55503 1.59798 2.66862
C -3.96404 1.08157 1.50713
C -1.90947 4.15177 -1.35137
C -2.91881 4.97087 -1.84747
C -4.15439 4.28081 -1.65639
C -3.85285 3.06361 -1.04017
C -1.63118 -3.62898 -0.88691
C -2.82025 -4.28857 -0.59745
C -3.86807 -3.59094 -1.29346
C -3.26760 -2.60070 -2.06322
C -1.41836 -3.09622 -4.58917
C -1.39205 -2.97652 -5.97339
C -0.78645 -1.70211 -6.26261
C -0.51672 -1.10223 -5.05170
H -3.51931 0.59005 -1.11053
H -2.51176 -0.57887 -0.30180
H -2.71307 -0.17042 -3.04327
H -1.33558 0.88450 -2.72731
H -1.60193 3.12004 2.44260
H -3.75373 3.10870 4.12356
H -5.53793 1.34239 3.05007
H -4.35194 0.35002 0.81007
H -0.83535 4.25847 -1.31491
H -2.78113 5.94008 -2.29724
H -5.14021 4.62501 -1.94526
H -4.49978 2.25055 -0.75118
H -0.62180 -3.81278 -0.54894
H -2.91782 -5.18268 0.00066
H -4.92374 -3.79431 -1.23329
H -3.72242 -1.93600 -2.79146
H -1.78646 -3.91173 -3.96259
H -1.76333 -3.68595 -6.69484
H -0.58253 -1.30209 -7.24163
H -0.09641 -0.12288 -4.81333
C 4.60168 1.42561 3.36392
C 4.98022 1.21039 1.90207
C 5.76448 2.38600 1.31873
C 5.87455 -0.02386 1.81499
O 3.77771 1.03893 1.08870
H 5.50134 1.53993 3.98552
H 4.04012 0.56116 3.75013
H 3.96206 2.30469 3.48037
H 6.65243 2.60857 1.92964
H 6.10898 2.15372 0.30676
H 5.12342 3.27558 1.27886
H 5.44635 -0.81205 2.43524
H 5.94945 -0.37821 0.78827
H 6.88875 0.17058 2.20029
*
```